{"formula": "C58H52N2O8PS2W", "method": "ωB97M-V/def2-TZVPD", "species": ["W", "O", "C", "O", "C", "P", "C", "C", "C", "C", "C", "C", "C", "C", "C", "C", "C", "C", "H", "H", "H", "H", "H", "H", "H", "H", "H", "H", "H", "H", "O", "C", "O", "C", "C", "C", "C", "C", "C", "S", "H", "H", "H", "H", "C", "C", "C", "O", "C", "C", "O", "C", "O", "C", "C", "C", "C", "C", "C", "C", "C", "C", "C", "C", "C", "C", "O", "C", "C", "C", "C", "C", "C", "C", "C", "C", "C", "C", "C", "H", "H", "H", "H", "H", "H", "H", "H", "H", "H", "H", "H", "H", "H", "H", "H", "H", "H", "H", "H", "H", "H", "H", "H", "H", "H", "H", "H", "C", "C", "C", "C", "N", "C", "S", "N", "C", "H", "H", "H", "H", "H", "H", "H", "H"], "xyz": [[0.614564, 1.041458, -0.080814], [3.548924, 3.008144, -2.215760], [2.424254, 2.759901, -1.929813], [2.156487, 1.855961, -0.907471], [1.158482, 3.281041, -2.559443], [0.027882, 1.850011, -2.589379], [0.744402, 0.879162, -3.946364], [0.611919, 1.373750, -5.248532], [1.233322, 0.734687, -6.305377], [2.009775, -0.393729, -6.073083], [2.165863, -0.873573, -4.784258], [1.535119, -0.243390, -3.719455], [-1.610951, 2.409727, -3.066593], [-2.361898, 1.736795, -4.027401], [-3.646773, 2.168289, -4.324288], [-4.181760, 3.264553, -3.666086], [-3.441472, 3.926364, -2.694676], [-2.161794, 3.498223, -2.387913], [1.370773, 3.690581, -3.546169], [0.753665, 4.051884, -1.896478], [0.015900, 2.258822, -5.439363], [1.116863, 1.120173, -7.308930], [2.501410, -0.887303, -6.900284], [2.786695, -1.738244, -4.592564], [1.686866, -0.629019, -2.722988], [-1.946060, 0.883434, -4.548042], [-4.225014, 1.650183, -5.077209], [-5.180669, 3.602341, -3.904923], [-3.863125, 4.773139, -2.171601], [-1.595057, 4.014105, -1.621230], [1.758556, 1.178752, 3.579367], [1.839271, 0.173924, 2.712985], [1.449013, 0.570052, 1.464091], [2.156864, -1.096551, 2.989293], [2.257859, -1.434302, 4.414760], [2.136625, -2.707331, 4.820214], [1.885826, -3.777004, 3.860690], [2.053389, -3.556236, 2.558588], [2.619781, -2.236257, 2.097554], [3.765093, -0.749002, -0.044025], [2.336625, -0.627434, 5.129429], [2.157655, -2.938458, 5.876293], [1.547872, -4.738995, 4.221024], [1.868229, -4.329310, 1.824963], [-2.888481, -4.372148, 1.008779], [-1.980183, -3.494541, 1.842876], [-1.814414, -3.978873, 3.266628], [-2.475959, -2.164570, 1.881291], [-1.816106, -1.420694, 0.877007], [-0.412190, -2.044127, 0.877553], [-0.689322, -3.392572, 1.206024], [0.333627, -2.053111, -0.470942], [0.598098, -0.668768, -0.811686], [-0.572169, -2.623176, -1.561755], [-1.231491, -1.783466, -2.451301], [-2.104791, -2.290672, -3.402476], [-2.328095, -3.654865, -3.484128], [-1.676154, -4.502915, -2.601278], [-0.814824, -3.993610, -1.643285], [1.738673, -2.653944, -0.430083], [2.774804, -2.171178, 0.565309], [4.189705, -2.507424, 0.170726], [4.485998, -3.376812, -0.969168], [3.495232, -3.820033, -1.741409], [2.136254, -3.383462, -1.486689], [-2.051754, 0.075898, 1.186009], [-1.202189, 0.840976, 0.249196], [-1.737910, 0.547221, 2.590987], [-1.136159, -0.238974, 3.566321], [-0.923271, 0.266486, 4.841185], [-1.296274, 1.560729, 5.155447], [-1.886842, 2.359412, 4.183974], [-2.111104, 1.852096, 2.918260], [-3.492966, 0.362932, 0.796357], [-4.493619, 0.198885, 1.748570], [-5.825237, 0.345191, 1.394511], [-6.171304, 0.651828, 0.087248], [-5.176429, 0.805254, -0.865782], [-3.842352, 0.657585, -0.515155], [-3.857423, -4.457593, 1.499301], [-2.463797, -5.369765, 0.901920], [-3.031746, -3.946472, 0.017421], [-2.755399, -3.879935, 3.806104], [-1.045261, -3.399719, 3.773876], [-1.518489, -5.027296, 3.273691], [-2.291669, -1.603100, -0.094951], [0.218777, -1.586207, 1.649644], [-1.084012, -0.714948, -2.399972], [-2.613016, -1.614615, -4.076843], [-3.004978, -4.056155, -4.225545], [-1.843304, -5.570168, -2.653512], [-0.318070, -4.665301, -0.959017], [3.672968, -2.271760, 2.424286], [4.875091, -2.617995, 1.003303], [5.512927, -3.679390, -1.122688], [3.683718, -4.483385, -2.573331], [1.409535, -3.645022, -2.242162], [-0.838308, -1.252170, 3.353350], [-0.455164, -0.360059, 5.588596], [-1.131757, 1.948725, 6.151210], [-2.181614, 3.372934, 4.418346], [-2.600982, 2.466417, 2.173460], [-4.232721, -0.043022, 2.769899], [-6.595195, 0.220448, 2.143729], [-7.210647, 0.768151, -0.187085], [-5.435058, 1.040159, -1.888973], [-3.079007, 0.771190, -1.272078], [4.384589, 3.169383, 3.445167], [3.623407, 3.810778, 2.329131], [4.159574, 4.813844, 1.538525], [3.388004, 5.324463, 0.505438], [2.147209, 4.861397, 0.279810], [1.726769, 3.889417, 1.069922], [0.089252, 3.255161, 0.757888], [2.384853, 3.348043, 2.090109], [3.886096, 6.373785, -0.430022], [5.285823, 3.727172, 3.687567], [4.671469, 2.156643, 3.152947], [3.759668, 3.089716, 4.333524], [5.158174, 5.182600, 1.721239], [1.866785, 2.033994, 3.080047], [4.826005, 6.803636, -0.092840], [3.139856, 7.159508, -0.535786], [4.035014, 5.922638, -1.412512]], "forces_ev_per_angstrom": [[-0.6, 0.2, -0.6], [-0.1, 0.2, -0.1], [0.1, -0.5, 0.5], [0.0, 0.1, -0.1], [0.0, 0.1, -0.1], [0.2, -0.2, 0.3], [-0.1, 0.1, -0.1], [-0.1, 0.0, 0.0], [0.0, 0.0, 0.0], [0.0, 0.0, 0.0], [0.0, 0.0, 0.0], [0.1, 0.0, 0.0], [0.0, 0.1, 0.0], [0.0, 0.0, 0.0], [0.0, 0.0, 0.0], [0.0, 0.0, 0.1], [0.0, 0.0, 0.0], [0.0, 0.0, 0.0], [0.0, 0.0, 0.1], [0.1, 0.0, 0.0], [0.0, 0.0, 0.0], [0.0, 0.0, 0.0], [0.0, 0.0, 0.0], [0.0, 0.0, 0.0], [0.0, 0.0, 0.0], [0.0, 0.0, 0.0], [0.0, 0.0, 0.0], [0.0, 0.0, 0.0], [0.0, 0.0, 0.0], [0.0, 0.0, 0.0], [0.0, -0.4, 0.3], [-0.1, 0.3, -0.3], [0.1, -0.5, -0.4], [0.0, 0.1, 0.4], [0.0, 0.0, -0.2], [0.0, 0.0, 0.0], [0.0, 0.1, 0.1], [0.0, -0.1, -0.1], [0.1, 0.0, 0.0], [0.1, 0.1, -0.1], [0.0, 0.0, 0.0], [0.0, 0.0, 0.0], [0.0, 0.0, 0.0], [0.0, 0.0, 0.0], [0.0, 0.0, 0.0], [0.1, 0.1, 0.0], [0.0, -0.1, 0.0], [0.0, 0.0, 0.0], [-0.2, 0.0, -0.1], [-0.1, -0.2, 0.2], [0.0, 0.0, 0.1], [-0.1, 0.2, -0.3], [0.3, 0.2, 0.6], [0.0, -0.1, 0.1], [0.0, 0.0, 0.0], [0.0, 0.0, 0.0], [0.0, 0.0, 0.0], [0.0, 0.0, 0.0], [0.0, 0.0, 0.0], [0.2, 0.0, 0.0], [-0.2, 0.0, 0.0], [0.2, -0.1, 0.1], [-0.1, 0.0, 0.0], [0.0, 0.1, 0.1], [0.1, -0.1, -0.1], [0.1, 0.1, -0.3], [0.2, 0.0, 0.3], [0.0, 0.1, 0.1], [0.0, 0.1, 0.0], [0.0, 0.0, 0.0], [0.0, 0.0, -0.1], [0.0, 0.0, 0.1], [0.0, 0.0, 0.0], [-0.1, -0.1, 0.2], [-0.1, 0.0, 0.0], [0.0, 0.0, 0.0], [0.0, 0.0, 0.0], [0.0, 0.0, 0.0], [0.0, 0.0, 0.0], [0.0, 0.0, 0.0], [0.0, 0.0, 0.0], [0.0, 0.0, 0.0], [0.0, 0.0, 0.0], [0.0, 0.0, 0.0], [0.0, 0.0, 0.0], [0.1, 0.0, 0.0], [0.0, 0.0, -0.2], [0.0, 0.0, 0.0], [0.0, 0.0, 0.0], [0.0, 0.0, 0.0], [0.0, 0.0, 0.0], [0.0, 0.0, 0.0], [-0.1, 0.0, 0.1], [0.0, -0.1, -0.1], [0.0, 0.0, 0.0], [0.0, 0.0, 0.0], [0.0, 0.0, 0.0], [0.0, 0.0, 0.1], [0.0, 0.0, 0.0], [0.0, 0.0, 0.0], [0.0, 0.0, 0.0], [0.0, 0.0, 0.0], [0.0, 0.0, 0.0], [0.0, 0.0, 0.0], [0.0, 0.0, 0.0], [0.0, 0.0, 0.0], [0.1, 0.0, 0.0], [0.0, 0.0, 0.0], [0.0, 0.0, 0.0], [0.0, 0.0, 0.0], [-0.1, 0.0, 0.0], [0.2, -0.1, 0.0], [-0.1, 0.2, 0.0], [0.0, -0.2, 0.0], [0.2, 0.2, -0.1], [0.0, 0.0, 0.0], [0.0, 0.0, 0.0], [0.0, 0.0, 0.0], [0.0, 0.0, 0.0], [0.0, 0.0, 0.0], [0.0, 0.2, -0.1], [0.0, 0.0, 0.0], [0.0, 0.0, 0.0], [0.0, 0.0, 0.0]], "charge": 1, "total_energy_ha": -4157.50572, "e_above_lowest_kj_mol": 11.0, "e_homo_ev": -9.806}



{"formula": "C4H4N2O2", "method": "ωB97M-V/def2-TZVPD", "species": ["C", "C", "C", "N", "N", "O", "C", "O", "H", "H", "H", "H"], "xyz": [[-1.498784, -1.325401, -1.395988], [-0.766546, -0.486843, -0.889525], [0.078999, 0.437502, -0.384932], [-0.087593, 1.427746, 0.429378], [-1.326961, 1.446983, 0.964990], [1.482174, 0.393678, -0.746715], [2.068631, -0.562588, 0.152652], [1.666618, -1.345204, 0.956492], [-1.986856, -2.118625, -2.033131], [-1.092815, 2.057118, 1.705797], [-1.743635, 0.458305, 1.237835], [3.206767, -0.382670, 0.003146]], "forces_ev_per_angstrom": [[0.7, 0.0, -0.6], [-3.0, -3.4, -1.8], [4.0, 4.0, 1.3], [-0.4, -2.9, -2.0], [-1.2, -1.4, 0.7], [-1.3, -3.0, 2.0], [3.5, 1.5, -1.2], [-1.1, 1.0, -1.0], [0.6, 1.5, 1.4], [-1.4, 0.4, 1.7], [1.2, 2.7, -0.6], [-1.6, -0.4, 0.1]], "smiles": "C#C/C(=N\\N)OC=O", "total_energy_ha": -414.65978, "e_above_lowest_kj_mol": 489.4, "e_homo_ev": -8.940}